{
  "formula": "C32H44BBeF4N4O4",
  "method": "ωB97M-V/def2-TZVPD",
  "elements": ["Be", "B", "F", "F", "F", "F", "N", "C", "C", "C", "C", "C", "H", "H", "H", "H", "H", "N", "C", "C", "C", "C", "C", "H", "H", "H", "H", "H", "N", "C", "C", "C", "C", "C", "H", "H", "H", "H", "H", "N", "C", "C", "C", "C", "C", "H", "H", "H", "H", "H", "C", "C", "O", "C", "H", "H", "H", "H", "H", "H", "C", "C", "O", "C", "H", "H", "H", "H", "H", "H", "C", "C", "O", "C", "H", "H", "H", "H", "H", "H", "C", "C", "O", "C", "H", "H", "H", "H", "H", "H"],
  "coordinates": [[3.80436, 0.41696, 1.09697], [0.69505, -2.17144, 0.42401], [-0.37817, -1.42634, 0.08248], [1.70602, -2.07284, -0.48884], [1.12172, -1.85349, 1.68496], [0.33380, -3.42356, 0.45699], [-5.67653, 3.65202, -2.96879], [-5.57680, 3.12867, -1.73326], [-4.92862, 1.93415, -1.39308], [-4.32544, 1.27266, -2.49091], [-4.47552, 1.71886, -3.81910], [-5.15973, 2.91243, -4.02279], [-6.07207, 3.64846, -0.92647], [-4.89990, 1.65943, -0.34900], [-3.83562, 0.35722, -2.19351], [-4.05906, 1.22023, -4.68183], [-5.23337, 3.30638, -5.02567], [0.69629, 3.65270, 2.34935], [1.07739, 4.93399, 2.61803], [0.25134, 5.91939, 3.23709], [-1.08054, 5.65338, 3.41365], [-1.54760, 4.36569, 3.11687], [-0.66129, 3.43763, 2.59176], [2.06197, 5.12623, 2.21796], [0.63326, 6.92676, 3.31287], [-1.75695, 6.35411, 3.88036], [-2.55925, 4.08385, 3.36894], [-1.09498, 2.47794, 2.35238], [-4.57440, -0.83257, 4.20583], [-3.56373, -1.70591, 4.41268], [-3.84487, -3.00827, 4.75335], [-5.19976, -3.39006, 4.91849], [-6.22055, -2.50555, 4.68616], [-5.87062, -1.24063, 4.32910], [-2.53550, -1.38442, 4.33643], [-3.10526, -3.77991, 4.90804], [-5.45700, -4.41463, 5.14313], [-7.26659, -2.77380, 4.66982], [-6.62108, -0.52788, 4.02057], [2.62063, 2.90384, -2.54414], [1.59412, 2.68399, -3.40617], [1.26966, 3.54864, -4.48058], [2.15456, 4.58283, -4.73357], [3.28294, 4.78571, -3.96798], [3.41903, 3.95537, -2.87532], [0.89369, 1.89395, -3.17890], [0.37988, 3.46574, -5.08707], [2.01855, 5.22231, -5.59321], [3.94575, 5.60932, -4.18879], [4.22277, 4.07697, -2.16426], [2.82182, 2.13245, 7.27714], [3.98705, 1.65381, 6.44982], [3.75943, 1.09624, 5.38967], [5.38943, 1.79095, 7.02866], [2.84796, 1.72867, 8.28924], [1.87430, 1.88124, 6.80046], [2.88166, 3.22061, 7.29769], [5.67603, 2.83415, 6.89558], [6.14920, 1.26404, 6.45142], [5.49022, 1.43691, 8.05461], [0.13413, -3.70820, -4.86330], [0.73269, -2.61589, -5.76173], [0.03295, -1.78895, -6.36265], [2.23132, -2.65985, -5.96623], [-0.06279, -4.61730, -5.43150], [-0.78158, -3.32442, -4.41355], [0.77526, -3.98272, -4.02563], [2.71162, -3.57713, -5.62561], [2.70595, -1.93226, -5.30786], [2.45544, -2.40303, -7.00157], [8.71174, -0.53228, -2.95123], [7.50849, -1.35950, -2.66810], [6.53320, -0.82978, -2.12361], [7.52945, -2.86096, -2.86267], [9.41905, -0.42783, -2.12850], [8.26185, 0.45510, -3.05509], [9.29645, -0.61906, -3.86702], [8.56539, -3.19960, -2.87928], [7.11161, -3.25148, -3.79057], [6.90367, -3.32406, -2.09976], [-4.65670, -4.69649, -0.73383], [-5.79551, -5.58966, -0.30026], [-6.94296, -5.46823, -0.76243], [-5.52655, -6.71965, 0.65759], [-3.80454, -5.24389, -1.13666], [-4.34374, -4.12420, 0.13946], [-4.92651, -4.04038, -1.56138], [-4.46151, -6.92383, 0.54755], [-6.18153, -7.55359, 0.40532], [-5.61535, -6.49649, 1.72079]],
  "atomic_forces_ev_per_a": [[-0.87, -0.46, -0.22], [-0.26, 0.54, -0.12], [-1.48, 2.01, -0.68], [2.20, 1.23, -1.33], [1.49, 1.57, 2.10], [-1.35, -4.70, 0.11], [0.50, -1.46, -0.90], [-0.11, 0.09, -0.67], [0.36, 0.83, -2.43], [-0.65, -0.31, 1.19], [-0.13, 0.24, 1.18], [-0.23, 0.75, 2.31], [-0.12, 0.48, -0.10], [0.20, -0.47, -0.17], [0.38, -0.21, -0.65], [0.11, -0.28, 0.18], [-0.25, 0.31, 0.07], [-2.73, 1.89, 0.75], [-0.77, -1.54, -0.10], [0.89, -0.26, -1.58], [-0.31, -0.99, 0.71], [0.74, 0.69, 0.11], [1.44, -0.22, -0.26], [0.23, 0.51, 0.44], [0.13, -0.01, 0.31], [0.05, 0.27, -0.15], [-0.06, -0.10, -0.26], [0.52, -0.38, -0.02], [-0.36, -0.48, 0.18], [-1.45, 0.52, 0.02], [-1.61, -1.19, 0.46], [1.08, -0.46, -0.28], [-0.27, -0.40, 0.02], [2.16, 1.51, -0.82], [-0.02, 0.37, -0.18], [0.33, 0.24, -0.01], [0.20, -0.14, 0.15], [0.00, -0.21, 0.26], [0.00, 0.25, 0.14], [-0.62, 0.95, -2.21], [-0.31, 0.94, 0.34], [1.09, -0.17, 0.90], [-0.07, 0.07, -0.88], [-0.67, -0.28, 0.40], [0.30, -1.11, 1.27], [0.18, -0.32, 0.18], [-0.03, -0.43, 0.13], [-0.30, 0.12, -0.06], [0.20, -0.14, 0.19], [0.29, 0.25, -0.07], [-0.08, 0.38, -0.24], [-0.24, -1.49, -0.07], [0.52, 0.56, 0.18], [0.25, 0.06, -0.82], [0.13, 0.15, 0.00], [0.20, -0.17, -0.03], [0.01, 0.14, 0.38], [-0.06, 0.24, 0.61], [-0.40, -0.30, -0.25], [-0.34, 0.43, 0.07], [-0.18, 0.84, 0.38], [-1.14, 0.47, -1.00], [1.42, -1.69, 1.48], [0.22, 0.25, 0.25], [-0.04, 0.13, -0.20], [-0.16, -0.15, -0.29], [0.33, 0.12, -0.19], [-0.38, -0.32, -0.42], [-0.20, 0.48, -0.06], [0.12, -0.09, 0.13], [0.01, 1.98, -0.64], [-1.50, -0.63, 1.13], [1.27, -0.55, -0.81], [0.13, -0.06, -0.16], [-0.17, -0.49, 0.23], [0.21, 0.33, 0.14], [-0.20, -0.94, -0.02], [-0.05, -0.20, 0.38], [-0.11, 0.61, -0.34], [0.36, 0.01, 0.21], [-0.08, 0.12, -0.35], [-2.79, 0.09, -1.12], [2.40, 0.08, 0.82], [0.89, 0.08, -0.04], [0.06, -0.38, 0.49], [0.23, 0.10, -0.06], [-0.46, 0.14, 0.36], [-0.02, -0.67, -0.07], [0.24, 0.02, 0.07], [-0.42, 0.43, -0.08]],
  "mulliken_charge": [0.9950, 0.5116, -0.3507, -0.3780, -0.3736, -0.3194, -0.5423, -0.0922, -0.3401, -0.3019, -0.4222, -0.1611, 0.3417, 0.4338, 0.4511, 0.3911, 0.3608, -0.3982, -0.1304, -0.4850, -0.1735, -0.3456, -0.2606, 0.3991, 0.3632, 0.3897, 0.3785, 0.4587, -0.4687, -0.2228, -0.3689, -0.1785, -0.3745, -0.1509, 0.4140, 0.3661, 0.3981, 0.3620, 0.3518, -0.4147, -0.2791, -0.4199, -0.0844, -0.4585, -0.1347, 0.4599, 0.3763, 0.3552, 0.3787, 0.3535, -0.9923, 0.8153, -0.5229, -1.0632, 0.3369, 0.2836, 0.2957, 0.3047, 0.3064, 0.3303, -0.9910, 0.7681, -0.5375, -0.9585, 0.2911, 0.2971, 0.3397, 0.3226, 0.2554, 0.3282, -1.0241, 0.7261, -0.5593, -0.9636, 0.2873, 0.3132, 0.3574, 0.3122, 0.2769, 0.3060, -1.0952, 0.8736, -0.5325, -0.9437, 0.3377, 0.2905, 0.3058, 0.3063, 0.3145, 0.2420],
  "total_charge": 1,
  "largest_force_ha_per_bohr": 0.09520,
  "lumo_energy_ev": -9.6167,
  "gap_ev": 1.30,
  "homo_ev": -10.920,
  "relative_energy_kj_mol": 1121.11
}